{
  "formula": "C2H5BrClN",
  "method": "wB97M-V/def2-TZVPD",
  "elements": ["H", "Br", "H", "C", "N", "H", "Cl", "H", "C", "H"],
  "coordinates": [[-1.2897, 1.5420, 0.4672], [1.0043, -2.4009, -1.2153], [0.4713, 1.5560, 0.2214], [-0.3870, 0.9340, 0.4687], [0.7690, -0.6890, -0.8820], [-0.2261, 0.5147, 1.4588], [2.2930, -0.4788, 1.6718], [-0.9146, 0.2110, -1.4710], [-0.5073, -0.2115, -0.5352], [-1.2128, -0.9775, -0.1844]],
  "homo_lumo_gap_ha": [0.2079, 0.2078],
  "e_homo_ev": [-9.203, -9.202]
}



{
  "formula": "C2H5BrI2OSi",
  "method": "wB97M-V/def2-TZVPD",
  "elements": ["H", "H", "I", "H", "Br", "H", "C", "I", "O", "H", "Si", "C"],
  "coordinates": [[0.8876, 0.6006, 1.4277], [1.6424, -1.3711, 1.0680], [-2.5318, 2.8360, -1.3670], [0.1430, -2.1044, 0.4290], [-1.4362, -0.5407, -2.6809], [0.9240, -1.1007, -0.6229], [0.1380, -0.0445, 1.2509], [1.4142, 1.9493, -1.6938], [-1.0450, 0.3316, 0.6437], [0.0318, -0.3720, 2.3274], [-0.9233, 1.0787, -1.2690], [0.7552, -1.2627, 0.4868]],
  "homo_lumo_gap_ha": 0.3292,
  "e_homo_ev": -9.866
}



{
  "formula": "C2H5BrN2O2",
  "method": "wB97M-V/def2-TZVPD",
  "elements": ["H", "C", "H", "H", "O", "O", "N", "N", "H", "C", "H", "Br"],
  "coordinates": [[1.9964, -1.4468, 2.0858], [1.0583, -1.0416, 0.3136], [-0.0287, -0.9029, -2.0057], [-1.4300, 1.0886, 0.3810], [1.7719, -1.7252, -0.3946], [1.2674, -0.8516, 1.7374], [-0.4356, -0.1811, -1.3961], [-0.8675, 0.3810, 0.7617], [-0.4630, 0.2605, 1.7420], [-0.1219, -0.2504, -0.1155], [-0.8050, 0.5957, -1.8294], [-3.0276, 3.4260, -0.3291]],
  "homo_lumo_gap_ha": 0.1545,
  "e_homo_ev": -6.996
}



{
  "formula": "C2H5BrNO",
  "method": "wB97M-V/def2-TZVPD",
  "elements": ["Br", "N", "C", "H", "C", "H", "H", "O", "H", "H"],
  "coordinates": [[1.1394, 2.8371, -2.5879], [0.0034, -0.5234, 0.2674], [-0.1917, 0.8590, -0.1837], [-0.6021, -0.9074, 1.1177], [1.0364, 1.0671, -2.2165], [0.9993, -0.5982, 0.5838], [-1.3337, 1.0457, -0.2991], [1.4083, 0.0562, -2.6012], [-0.0695, -1.2615, -0.3346], [0.2837, 1.4374, 0.4780]],
  "total_charge": 1,
  "homo_lumo_gap_ha": [0.3275, 0.3274],
  "e_homo_ev": [-13.609, -13.606]
}



{
  "formula": "C2H5BrSi",
  "method": "wB97M-V/def2-TZVPD",
  "elements": ["H", "H", "H", "H", "C", "Si", "H", "C", "Br"],
  "coordinates": [[-0.2738, -1.1536, 1.1694], [0.7573, 2.2298, -0.3846], [-1.6001, 0.0175, 1.4079], [-1.1896, 0.2086, -1.3874], [-0.5788, -0.2072, 0.8417], [0.8207, 0.7124, 0.0252], [-0.2986, -1.3536, -1.0334], [-0.5316, -0.3733, -0.7575], [2.8944, -0.0806, 0.1187]],
  "homo_lumo_gap_ha": 0.3643,
  "e_homo_ev": -9.214
}



{
  "formula": "C2H5Cl2N",
  "method": "wB97M-V/def2-TZVPD",
  "elements": ["H", "Cl", "H", "C", "H", "N", "Cl", "C", "H", "H"],
  "coordinates": [[-0.1589, 1.5281, -0.5685], [0.2349, 0.8759, 2.3646], [1.0196, -1.4297, -0.0782], [0.1406, -0.0392, 0.9153], [1.8826, -0.8892, 1.1576], [1.2459, -0.6268, 0.4405], [-1.2065, -1.8034, 1.6724], [-0.7354, 0.6933, -0.1614], [-1.7035, 1.0017, 0.0652], [-0.7245, -0.0141, -0.9214]],
  "homo_lumo_gap_ha": 0.3511,
  "e_homo_ev": -9.740
}



{
  "formula": "C2H5Cl2N3",
  "method": "wB97M-V/def2-TZVPD",
  "elements": ["H", "C", "H", "H", "N", "N", "C", "Cl", "N", "H", "H", "Cl"],
  "coordinates": [[0.7114, 0.2537, -0.8049], [0.1627, -0.5409, -1.3267], [-0.5444, -0.0994, -2.0256], [-0.8740, 0.7352, 2.8693], [-2.8095, 0.1131, 0.9465], [-0.5882, -1.3966, -0.4603], [-1.6218, -0.0405, 1.1815], [0.4762, -2.1717, 0.6490], [-0.6597, 0.2914, 1.9857], [0.1876, -0.2851, 1.9087], [0.8975, -1.1307, -1.8889], [-3.6627, -0.5544, -0.3697]],
  "homo_lumo_gap_ha": [0.2678, 0.3038],
  "e_homo_ev": [-7.938, -8.750]
}



{
  "formula": "C2H5Cl2NO4S2",
  "method": "wB97M-V/def2-TZVPD",
  "elements": ["O", "H", "H", "Cl", "N", "O", "H", "O", "Cl", "H", "C", "S", "H", "S", "C", "O"],
  "coordinates": [[-1.8033, 0.2257, 1.2856], [1.0050, -0.5104, -2.5712], [-0.9358, -0.5098, -1.1905], [-1.5216, 3.0277, 1.7404], [0.4169, -0.8436, 0.4175], [-0.0159, 1.8055, -0.2971], [1.6138, -2.0844, -1.5868], [1.0616, 3.4744, 1.2444], [-0.2990, -1.0744, 3.0862], [0.4998, -2.1173, -2.8321], [0.8467, -1.5135, -2.0039], [-0.4241, -0.0720, 1.4100], [-0.9096, -2.1267, -0.7494], [0.1935, 2.4138, 0.9509], [-0.1566, -1.3142, -0.8448], [0.4287, 1.2192, 1.9406]],
  "homo_lumo_gap_ha": 0.3694,
  "e_homo_ev": -9.918
}



{
  "formula": "C2H5Cl2NOS",
  "method": "wB97M-V/def2-TZVPD",
  "elements": ["N", "H", "C", "H", "Cl", "O", "C", "H", "H", "Cl", "S", "H"],
  "coordinates": [[1.1402, -0.8175, -1.2490], [-2.3525, -0.9835, 0.5958], [0.0932, 0.2080, 0.8373], [1.8189, -1.4643, -1.6511], [2.9008, 1.3022, -0.1439], [-1.9789, -0.7981, -0.2612], [-0.9762, 0.1934, -0.2292], [-0.1802, -0.4425, 1.7507], [0.3543, 1.2263, 1.1581], [-2.0348, 1.7098, 0.1761], [1.6552, -0.4962, 0.2069], [-0.4399, 0.3625, -1.1904]],
  "homo_lumo_gap_ha": 0.3402,
  "e_homo_ev": -9.929
}



{
  "formula": "C2H5Cl2OP",
  "method": "wB97M-V/def2-TZVPD",
  "elements": ["H", "P", "C", "O", "H", "C", "H", "H", "Cl", "H", "Cl"],
  "coordinates": [[1.1660, 2.0517, 1.4383], [-0.3104, 0.6587, -0.1106], [-0.8494, -2.1969, -0.5178], [-0.5615, 1.2537, -1.4601], [1.8401, 0.4338, 1.0851], [1.3249, 1.3644, 0.6689], [2.0075, 1.9243, 0.0361], [0.1407, -2.5208, -0.6697], [-1.5638, -1.8651, -2.0188], [-1.5841, -2.2591, 0.2480], [-1.6101, 1.1553, 1.3007]],
  "homo_lumo_gap_ha": [0.3016, 0.2671],
  "e_homo_ev": [-8.761, -8.712]
}



{
  "formula": "C2H5Cl2PS2",
  "method": "wB97M-V/def2-TZVPD",
  "elements": ["P", "H", "Cl", "S", "H", "C", "C", "H", "S", "Cl", "H", "H"],
  "coordinates": [[1.4032, 1.4332, -0.0256], [-0.0671, -0.4010, -1.0720], [2.7438, 2.8570, -0.7218], [-1.5275, 0.2100, 1.1817], [-2.1062, -1.9441, 0.6634], [-0.9605, -1.1304, -1.0345], [-1.6370, -1.0810, 0.2573], [-0.4026, -2.0811, -1.3362], [1.6476, 1.6524, 2.1377], [2.3633, -0.3609, -0.5270], [0.2114, 1.8005, 2.3894], [-1.6684, -0.9546, -1.9125]],
  "homo_lumo_gap_ha": 0.3089,
  "e_homo_ev": -8.854
}



{
  "formula": "C2H5Cl3NP",
  "method": "wB97M-V/def2-TZVPD",
  "elements": ["Cl", "Cl", "C", "H", "H", "Cl", "C", "N", "H", "P", "H", "H"],
  "coordinates": [[1.9601, 1.2615, 0.3737], [2.2503, -1.5465, 0.1986], [1.7508, -0.1515, -0.6465], [-0.4757, -1.2053, -1.5156], [-0.8551, 0.6623, -1.0700], [2.5196, 0.0462, -2.2310], [-0.3696, -0.2954, -0.8311], [-1.5287, 0.7670, 1.5123], [-0.7506, 1.2679, 1.9795], [-0.7061, -0.6605, 0.8942], [-2.0071, -1.3349, 0.7383], [-1.7879, 1.1893, 0.5975]],
  "homo_lumo_gap_ha": 0.3409,
  "e_homo_ev": -9.090
}



ΔE to the lowest compared entry with this formula, charge and spin readings, ordered: 4.839, 1.722, 1.846, 2.747, 0.697, 0.444, 1.030, 0.000, 0.292, 3.419, 0.878, 2.174 eV
Calculated total energy readings, ordered: -86205.61089, -98326.23928, -79271.86783, -75724.81364, -80074.50727, -28689.41883, -31665.25646, -58546.54202, -41570.85929, -38534.49031, -58159.41581, -50498.74576 eV